Record 1
{"formula": "C5H13NO", "method": "ωB97M-V with the def2-TZVPD basis set", "e_lumo_ev": 0.85, "homo_lumo_gap_ev": 9.384, "smiles": "C/C=C(\\C)NC.O", "symbols": ["C", "C", "C", "C", "N", "C", "H", "H", "H", "H", "H", "H", "H", "H", "H", "H", "H", "O", "H", "H"], "positions_angstrom": [[1.6645, -1.9645, -0.6981], [0.5907, -1.3279, 0.1307], [0.0025, -0.1623, -0.0952], [0.3581, 0.7609, -1.2290], [-1.0916, 0.3003, 0.7228], [-2.0236, -0.7079, 1.2252], [1.2440, -2.7627, -1.3236], [2.1889, -1.2778, -1.3703], [2.3895, -2.4703, -0.0647], [0.1720, -1.9809, 0.8785], [-0.2740, 1.6422, -1.2273], [0.1365, 0.2802, -2.1831], [1.4046, 1.0729, -1.2487], [-0.7520, 0.8327, 1.5085], [-2.1594, -1.4968, 0.4946], [-1.6648, -1.1736, 2.1463], [-2.9427, -0.1897, 1.4538], [0.4865, 3.8566, 0.3630], [0.3791, 3.0692, 0.9055], [-0.1087, 3.6992, -0.3889]], "nbo_charge": [-0.64, -0.23, 0.16, -0.66, -0.65, -0.41, 0.21, 0.21, 0.22, 0.19, 0.21, 0.22, 0.22, 0.36, 0.20, 0.17, 0.20, -0.93, 0.46, 0.47]}

***

Record 2
{"formula": "C21H28AuN6O2PS3", "method": "ωB97M-V with the def2-TZVPD basis set", "s_squared": 3.775, "e_lumo_ev": [2.28, 1.33], "homo_lumo_gap_ev": [4.525, 6.333], "total_charge": -1, "multiplicity": 4, "symbols": ["Au", "S", "C", "C", "N", "C", "S", "C", "N", "O", "N", "C", "C", "C", "C", "C", "S", "H", "H", "H", "H", "O", "P", "N", "C", "C", "C", "C", "N", "C", "C", "C", "C", "N", "C", "C", "C", "C", "H", "H", "H", "H", "H", "H", "H", "H", "H", "H", "H", "H", "H", "H", "H", "H", "H", "H", "H", "H", "H", "H", "H", "H"], "positions_angstrom": [[0.3966, 2.9339, -0.0886], [2.6111, 2.8391, -0.9071], [3.0693, 4.4160, -0.5737], [4.4467, 4.6948, -0.3377], [5.5906, 4.8174, -0.1327], [2.1509, 5.5529, -0.6310], [0.5148, 5.3921, -0.7743], [2.7084, 6.8769, -0.5238], [3.1279, 7.9628, -0.6050], [-1.6817, 2.5117, 0.0279], [-2.2593, 3.2458, 1.0293], [-3.3675, 3.9055, 0.7032], [-3.8955, 4.8232, 1.5949], [-3.2330, 5.0702, 2.8076], [-2.1654, 4.2616, 3.1552], [-1.5963, 3.3221, 2.2305], [-0.1579, 2.4203, 2.4030], [-3.7951, 3.6894, -0.2459], [-4.8361, 5.3115, 1.3282], [-3.5911, 5.7942, 3.5025], [-1.7643, 4.2007, 4.1570], [0.4933, -0.0345, -0.5628], [0.2826, -1.5095, -0.4661], [0.9806, -2.1960, -1.8460], [1.2080, -3.6135, -2.0059], [2.2203, -3.7676, -3.2317], [2.5048, -2.3286, -3.7225], [1.8057, -1.3770, -2.7334], [1.0531, -2.0625, 0.9385], [1.9768, -1.1664, 1.7347], [2.0914, -1.8671, 3.1511], [1.0150, -2.9756, 3.1764], [0.7418, -3.2783, 1.6873], [-1.3750, -1.8154, -0.4843], [-2.0459, -3.1732, -0.6127], [-3.5541, -2.9142, -0.9164], [-3.6874, -1.3825, -1.0879], [-2.3329, -0.7180, -0.7677], [0.2827, -4.1484, -2.2403], [1.6544, -4.0383, -1.1100], [1.7775, -4.4290, -3.9851], [3.1471, -4.2430, -2.9327], [2.1453, -2.1061, -4.7278], [3.5779, -2.1675, -3.6689], [1.1381, -0.6778, -3.2389], [2.5562, -0.8313, -2.1454], [1.6072, -0.1379, 1.8689], [2.9504, -1.1372, 1.2435], [1.9517, -1.0871, 3.9472], [3.0942, -2.2925, 3.3003], [0.1353, -2.6497, 3.7433], [1.4589, -3.8751, 3.6444], [-0.2963, -3.5456, 1.5285], [1.4451, -4.0677, 1.3866], [-1.8901, -3.7234, 0.3340], [-1.5960, -3.7242, -1.4460], [-4.1250, -3.2924, -0.0651], [-3.8639, -3.4656, -1.8068], [-4.4318, -0.9964, -0.3942], [-4.0046, -1.1092, -2.1060], [-2.3865, -0.0511, 0.1049], [-1.9788, -0.0655, -1.6048]], "mulliken_spin": [0.38, 0.49, 0.44, -0.03, 0.23, 0.46, 0.72, -0.05, 0.23, 0.06, 0.00, 0.00, 0.00, 0.00, 0.00, 0.02, 0.04, 0.00, 0.00, 0.00, 0.00, 0.01, 0.00, 0.00, 0.00, 0.00, 0.00, 0.01, 0.00, 0.00, 0.00, 0.00, 0.00, 0.00, 0.00, 0.00, 0.00, 0.00, 0.00, 0.00, 0.00, 0.00, 0.00, 0.00, 0.00, 0.00, 0.00, 0.00, 0.00, 0.00, 0.00, 0.00, 0.00, 0.00, 0.00, 0.00, 0.00, 0.00, 0.00, 0.00, 0.00, 0.00]}

***

Record 3
{"formula": "C36H48CaN11O4S", "method": "ωB97M-V with the def2-TZVPD basis set", "e_lumo_ev": -1.75, "homo_lumo_gap_ev": 7.949, "total_charge": 1, "symbols": ["Ca", "C", "N", "C", "C", "N", "N", "C", "N", "N", "H", "H", "H", "H", "H", "H", "H", "H", "H", "H", "H", "C", "C", "C", "C", "C", "C", "C", "S", "O", "O", "N", "C", "C", "C", "C", "C", "C", "C", "C", "N", "C", "H", "H", "H", "H", "H", "H", "H", "H", "H", "H", "H", "H", "H", "C", "N", "C", "C", "O", "N", "C", "C", "H", "H", "H", "H", "H", "H", "H", "H", "H", "H", "H", "H", "C", "N", "N", "C", "O", "C", "C", "C", "C", "C", "C", "C", "C", "C", "H", "H", "H", "H", "H", "H", "H", "H", "H", "H", "H", "H"], "positions_angstrom": [[0.2220, 0.2409, 0.5574], [3.4770, -3.6605, -0.6545], [4.0353, -2.3569, -0.3311], [5.3416, -2.0645, -0.9130], [3.1790, -1.3862, 0.1008], [1.9013, -1.4762, 0.1290], [3.8093, -0.2525, 0.6240], [3.3472, 1.0512, 0.5607], [4.0865, 1.9145, 1.3376], [2.3675, 1.3920, -0.1990], [4.2844, -4.3900, -0.6761], [2.9694, -3.6685, -1.6248], [2.7623, -3.9575, 0.1129], [6.1300, -2.6158, -0.3967], [5.5579, -1.0009, -0.8641], [5.3531, -2.3552, -1.9663], [1.5192, -2.2663, -0.3879], [4.6939, -0.4028, 1.0752], [4.5563, 1.5195, 2.1368], [3.6248, 2.7839, 1.5535], [2.2062, 2.3927, -0.1178], [0.9769, 8.3908, 1.8234], [0.5814, 6.9452, 1.9641], [0.1425, 6.4349, 3.1843], [-0.2073, 5.1000, 3.3222], [-0.1138, 4.2613, 2.2247], [0.3061, 4.7486, 0.9937], [0.6524, 6.0835, 0.8680], [-0.5029, 2.5366, 2.3682], [-1.3230, 2.3702, 3.5412], [0.7820, 1.8156, 2.3647], [-1.1362, 2.0572, 1.0181], [-2.4554, 2.1660, 0.6227], [-3.4289, 2.9940, 1.1450], [-4.7344, 3.0006, 0.6179], [-5.0820, 2.1995, -0.4329], [-4.1167, 1.3377, -1.0007], [-4.3979, 0.5008, -2.1032], [-3.4154, -0.3016, -2.6134], [-2.1508, -0.2939, -1.9987], [-1.8482, 0.4559, -0.9623], [-2.8057, 1.2997, -0.4685], [0.5972, 8.9891, 2.6517], [0.5993, 8.8154, 0.8918], [2.0654, 8.4888, 1.8107], [0.0635, 7.0961, 4.0402], [-0.5626, 4.7068, 4.2675], [0.3228, 4.0876, 0.1347], [0.9645, 6.4691, -0.0967], [-3.1890, 3.6454, 1.9758], [-5.4667, 3.6664, 1.0565], [-6.0836, 2.2162, -0.8471], [-5.3911, 0.5218, -2.5389], [-3.5833, -0.9369, -3.4743], [-1.3606, -0.9331, -2.3779], [-0.3989, -1.8367, 5.5358], [-0.2590, -1.8534, 4.0837], [1.1029, -1.9222, 3.5740], [-1.2127, -1.3718, 3.2480], [-0.9128, -0.8688, 2.1532], [-2.5138, -1.4189, 3.6557], [-3.4564, -0.5762, 2.9270], [-3.0861, -2.5980, 4.2883], [0.4232, -1.2607, 5.9638], [-0.3697, -2.8428, 5.9589], [-1.3292, -1.3536, 5.8186], [1.6502, -2.6718, 4.1419], [1.6128, -0.9576, 3.6708], [1.0971, -2.2043, 2.5233], [-3.0134, 0.4002, 2.7493], [-4.3464, -0.4482, 3.5422], [-3.7517, -1.0058, 1.9627], [-2.3125, -3.2300, 4.7097], [-3.6394, -3.1918, 3.5527], [-3.7734, -2.3057, 5.0834], [-4.3256, -4.5748, -2.7033], [-3.2586, -4.4362, -1.7156], [-2.0052, -4.0293, -2.1665], [-1.3510, -3.3323, -1.1512], [-0.1839, -2.9375, -1.2507], [-2.3131, -3.2273, -0.0890], [-3.4455, -3.8625, -0.4892], [-4.7765, -3.9376, 0.1683], [-1.3490, -4.7593, -3.1956], [-1.5173, -6.1357, -3.3016], [-0.8644, -6.8259, -4.3117], [-0.0326, -6.1513, -5.1945], [0.1403, -4.7801, -5.0732], [-0.5250, -4.0753, -4.0802], [-3.8762, -4.7963, -3.6668], [-4.9223, -3.6636, -2.7911], [-4.9721, -5.4060, -2.4315], [-2.1355, -2.7165, 0.8439], [-4.7228, -3.5148, 1.1689], [-5.1303, -4.9665, 0.2391], [-5.5149, -3.3658, -0.3995], [-2.1544, -6.6545, -2.5943], [-0.9983, -7.8967, -4.4021], [0.4788, -6.6949, -5.9802], [0.7863, -4.2521, -5.7635], [-0.4038, -3.0050, -3.9769]], "mulliken_charge": [1.84, -1.16, 0.07, -1.12, 0.31, -0.05, -0.12, 0.59, -0.55, -0.77, 0.36, 0.40, 0.35, 0.31, 0.40, 0.38, -0.21, 0.31, 0.23, 0.24, 0.10, -1.47, 1.01, -0.82, -0.38, -0.31, -0.72, -0.83, 1.72, -0.79, -0.76, 0.14, -0.86, -0.19, -1.07, -0.96, 1.47, -0.85, -0.97, -0.75, 0.09, -0.13, 0.37, 0.37, 0.30, 0.34, 0.50, 0.43, 0.40, 0.51, 0.41, 0.41, 0.46, 0.51, 1.00, -1.27, 0.20, -1.01, -0.05, 0.74, 0.14, -0.55, -0.92, 0.41, 0.33, 0.42, 0.47, 0.32, 0.10, -0.08, 0.48, 0.17, 0.38, 0.16, 0.32, -1.09, 0.03, 0.85, 0.00, -0.77, -0.03, 0.04, -1.46, -0.16, 0.20, -0.72, -0.50, -0.74, -0.21, 0.42, 0.31, 0.37, 0.37, 0.17, 0.39, 0.34, 0.46, 0.39, 0.39, 0.42, 0.32]}

***

Record 4
{"formula": "C25H35N9OPRu", "method": "ωB97M-V with the def2-TZVPD basis set", "s_squared": 1.046, "e_lumo_ev": [-14.72, -13.10], "homo_lumo_gap_ev": [4.023, 5.679], "total_charge": 4, "multiplicity": 2, "symbols": ["Ru", "C", "N", "C", "C", "N", "C", "C", "C", "C", "C", "C", "N", "C", "N", "C", "C", "C", "C", "C", "C", "N", "H", "H", "H", "H", "H", "H", "H", "H", "H", "H", "H", "H", "H", "H", "H", "C", "N", "C", "C", "O", "H", "H", "H", "H", "H", "H", "H", "C", "N", "C", "N", "C", "N", "C", "P", "C", "C", "H", "H", "H", "H", "H", "H", "H", "H", "H", "H", "H", "H", "H"], "positions_angstrom": [[0.2136, -0.5419, 0.2137], [-1.0277, 0.9879, -2.5493], [-1.5458, 0.8034, -1.1890], [-1.8870, 2.0346, -0.4736], [-0.7882, 2.4332, 0.4609], [0.1178, 1.5790, 0.9523], [0.9037, 2.3066, 1.8068], [1.9995, 1.9178, 2.5873], [2.6044, 2.8757, 3.3748], [2.1452, 4.1955, 3.3857], [1.0567, 4.6080, 2.6103], [0.4452, 3.6444, 1.8254], [-0.6264, 3.6658, 0.9536], [0.0350, -0.0197, -2.8524], [0.8824, -0.4829, -1.9255], [1.7886, -1.2678, -2.5916], [2.9414, -1.9236, -2.1402], [3.6675, -2.6547, -3.0607], [3.2966, -2.7060, -4.4080], [2.1845, -2.0137, -4.8866], [1.4440, -1.2940, -3.9627], [0.3231, -0.4941, -4.0717], [-0.5760, 1.9855, -2.6308], [-1.8242, 0.9335, -3.3031], [-2.3516, 0.1821, -1.2255], [-2.7933, 1.8718, 0.1227], [-2.1092, 2.8623, -1.1607], [2.3546, 0.8960, 2.5396], [3.4545, 2.6100, 3.9856], [2.6510, 4.9178, 4.0075], [0.7176, 5.6322, 2.6379], [-1.1891, 4.4796, 0.7394], [3.2657, -1.7880, -1.1163], [4.5539, -3.1882, -2.7531], [3.9164, -3.2536, -5.1021], [1.9285, -2.0368, -5.9340], [-0.1696, -0.3069, -4.9383], [-4.8933, -2.6998, 1.7274], [-3.7610, -2.5162, 0.8597], [-3.9147, -2.9620, -0.5044], [-2.6412, -1.9934, 1.2968], [-1.6012, -1.8564, 0.6078], [-5.7029, -2.0204, 1.4508], [-4.6205, -2.5213, 2.7650], [-5.2678, -3.7193, 1.6321], [-4.2550, -3.9990, -0.5242], [-2.9625, -2.8911, -1.0295], [-4.6711, -2.3607, -1.0160], [-2.6504, -1.6784, 2.3495], [3.7315, -4.6488, 1.9910], [3.6447, -3.5730, 3.0670], [2.6602, -4.0648, 4.1219], [1.4186, -4.3464, 3.5002], [1.5367, -5.3954, 2.5057], [2.4387, -4.9155, 1.4747], [1.8896, -3.8847, 0.6489], [1.5529, -2.3058, 1.6289], [3.2358, -2.2676, 2.4915], [0.6873, -3.1981, 3.0565], [4.1420, -5.5520, 2.4529], [4.4182, -4.3149, 1.2061], [4.5676, -3.4636, 3.5042], [2.5505, -3.2966, 4.8954], [3.0676, -4.9751, 4.5785], [0.5615, -5.6290, 2.0790], [1.9271, -6.3081, 2.9622], [0.9488, -4.2225, 0.2054], [2.5818, -3.6748, -0.1710], [3.2095, -1.5235, 3.2947], [3.9989, -1.9434, 1.7753], [-0.3103, -3.5023, 2.7262], [0.5755, -2.4938, 3.8868]], "mulliken_spin": [1.31, 0.00, -0.03, 0.00, -0.02, -0.07, -0.02, -0.08, 0.02, -0.06, -0.02, -0.01, -0.01, 0.02, 0.02, -0.01, 0.00, 0.00, 0.00, 0.00, -0.02, 0.01, 0.00, 0.00, 0.00, 0.00, 0.00, 0.00, 0.00, 0.00, 0.00, 0.00, 0.00, 0.00, 0.00, 0.00, 0.00, 0.00, 0.01, 0.00, 0.00, 0.05, 0.00, 0.00, 0.00, 0.00, 0.00, 0.00, 0.00, 0.00, 0.00, 0.00, 0.00, 0.00, 0.00, 0.00, -0.05, -0.01, -0.01, 0.00, 0.00, 0.00, 0.00, 0.00, 0.00, 0.00, 0.00, 0.00, 0.00, 0.00, 0.00, 0.00]}

***

Relative energy (zero: lowest compared OMol25 entry of this formula, charge and spin), respectively: 1.5732; 0.0819; 0.3137; 2.8109 eV.
E_tot, respectively: -8932.4376; -80752.5866; -91967.3245; -53783.1565 eV.